(1)
A cluster of 2 separate species, C3H10N3 in total. Source: the OMol25 dataset; level of theory: ωB97M-V with the def2-TZVPD basis set.

Geometry (Å):
C (-0.86, 0.55, -2.26)
C (-1.41, -0.45, -1.56)
C (1.66, -1.04, 1.24)
N (1.19, 0.09, 0.79)
N (0.92, -1.99, 1.83)
N (-0.07, 0.72, 0.91)
H (0.13, 0.46, -2.59)
H (-1.38, 1.43, -2.66)
H (-2.40, -0.40, -1.14)
H (-0.74, -1.26, -1.49)
H (2.75, -1.17, 1.02)
H (1.18, -2.98, 2.08)
H (-0.03, -1.64, 2.15)
H (-0.61, 0.51, 1.77)
H (-0.68, 0.55, -0.03)
H (0.15, 1.71, 1.15)

The HOMO energy is -14.036 eV. As for the total energy: -7733.9891 eV. The value obtained for the gap between HOMO and LUMO is 0.3863 Ha. Its energy relative to the best compared isomer or geometry (same formula, charge and spin) is 4.275 eV. Its net charge is +1.

=====

(2)
The ion C3H10N3 with charge +1. Source: the OMol25 dataset; level of theory: ωB97M-V with the def2-TZVPD basis set.

Geometry (Å):
C (-1.15, 0.71, -0.06)
C (-0.19, -0.36, -0.13)
N (-0.30, -1.37, 1.01)
N (-1.84, 1.06, -1.20)
H (-0.95, 1.59, 0.56)
H (-0.31, -0.92, -1.05)
H (-1.06, -2.00, 0.77)
H (-0.65, -0.83, 1.80)
H (-1.54, 1.99, -1.51)
H (-2.86, 1.05, -1.15)
C (1.27, 0.24, -0.05)
N (2.23, -0.82, 0.04)
H (1.23, 0.95, 0.79)
H (1.37, 0.85, -0.95)
H (2.98, -0.53, 0.65)
H (1.78, -1.63, 0.46)

Its structure (SMILES) is NC[C@@H](N)C=[NH2+]. The HOMO energy is -13.474 eV. As for the total energy: -7733.3503 eV. The value obtained for the gap between HOMO and LUMO is 0.2158 Ha. Its energy relative to the best compared isomer or geometry (same formula, charge and spin) is 4.914 eV. Its net charge is +1.

=====

Q: Which value of total energy does entry 1 give?
A: -7733.9891 eV